Entry 1:
Density functional theory data (the ωB97M-V functional and the def2-TZVPD basis) for C39H50N7P2SeTeZr as an isolated structure at a distorted geometry.

Cartesian coordinates (Å):
Zr 0.213 -0.361 -0.188
C 1.358 2.278 -3.416
C 0.077 3.026 -3.065
C -0.521 2.615 -1.720
N -0.737 1.168 -1.574
C -1.556 0.614 -2.464
C -2.512 1.347 -3.202
C -3.205 1.068 -4.366
C -3.096 -0.020 -5.216
C -2.365 -1.160 -4.939
C -1.742 -1.533 -3.759
C -1.561 -0.859 -2.532
N -1.277 -1.490 -1.396
C -1.594 -2.914 -1.311
C -0.400 -3.856 -1.421
C 0.709 -3.433 -0.465
N 1.237 -2.126 -0.842
C 2.283 -2.051 -1.668
C 2.817 -3.185 -2.303
C 3.987 -3.375 -3.015
C 5.018 -2.490 -3.279
C 5.037 -1.158 -2.920
C 4.063 -0.381 -2.309
C 2.791 -0.689 -1.816
N 1.968 0.233 -1.303
C 2.444 1.606 -1.145
C 2.496 2.472 -2.415
H 1.145 1.210 -3.526
H 1.696 2.620 -4.396
H 0.286 4.098 -2.999
H -0.646 2.899 -3.871
H 0.164 2.933 -0.943
H -1.445 3.170 -1.520
H -2.709 2.330 -2.792
H -3.881 1.854 -4.686
H -3.621 0.025 -6.161
H -2.321 -1.904 -5.727
H -1.325 -2.532 -3.767
H -2.055 -3.071 -0.335
H -2.350 -3.165 -2.057
H -0.736 -4.869 -1.186
H -0.014 -3.868 -2.444
H 0.301 -3.351 0.543
H 1.509 -4.171 -0.405
H 2.218 -4.079 -2.212
H 4.125 -4.384 -3.388
H 5.881 -2.876 -3.804
H 5.941 -0.615 -3.176
H 4.350 0.652 -2.193
H 1.805 2.085 -0.399
H 3.431 1.585 -0.671
H 2.528 3.516 -2.088
H 3.440 2.297 -2.931
C -2.053 -3.639 2.201
P -1.200 -2.015 2.288
C -0.021 -2.342 3.651
C -2.527 -1.032 3.113
C -3.663 -0.740 2.130
P -3.052 0.101 0.591
C -4.235 -0.632 -0.606
C -3.775 1.769 0.781
H -2.446 -3.901 3.185
H -1.346 -4.411 1.892
H -2.877 -3.633 1.488
H -0.391 -3.140 4.296
H 0.128 -1.448 4.255
H 0.949 -2.631 3.244
H -2.111 -0.092 3.479
H -2.881 -1.586 3.987
H -4.438 -0.127 2.595
H -4.143 -1.674 1.828
H -5.250 -0.526 -0.217
H -4.022 -1.692 -0.747
H -4.177 -0.139 -1.577
H -4.863 1.738 0.694
H -3.369 2.445 0.026
H -3.507 2.158 1.762
Se 4.965 -0.903 1.428
N 4.685 0.238 2.791
C 3.413 0.441 2.862
C 2.774 1.123 3.977
C 1.451 1.215 3.965
C 0.611 0.833 2.804
N 1.182 -0.020 1.763
C 2.562 -0.235 1.867
N 3.204 -1.026 1.067
H 3.376 1.444 4.816
H 0.916 1.605 4.820
H -0.327 0.423 3.160
Te -0.104 2.679 1.792
C -1.046 3.769 3.328
C -2.306 4.313 3.097
C -2.921 5.085 4.074
C -2.286 5.313 5.285
C -1.015 4.801 5.502
C -0.383 4.047 4.521
H -2.808 4.158 2.151
H -3.898 5.509 3.883
H -2.770 5.907 6.048
H -0.498 5.009 6.430
H 0.634 3.724 4.676

## Properties
* frontier orbital gap: 0.254 Ha
* charge: +1



Entry 2:
Density functional theory data (the ωB97M-V functional and the def2-TZVPD basis) for one molecule with the formula C3H4N2O2 at a distorted geometry.

Cartesian coordinates (Å):
N -2.617 1.652 -0.097
C -2.171 0.545 -0.095
C -1.257 -0.736 -0.183
O -0.083 -0.447 0.534
N 1.070 -0.225 -0.285
C 1.866 0.736 0.192
O 3.041 0.876 -0.231
H -1.239 -1.307 -1.078
H -1.863 -1.473 0.476
H 1.758 -1.106 -0.327
H 1.495 1.485 1.095

## Properties
* frontier orbital gap: 0.405 Ha
* SMILES: N#CCONC=O



Entry 3:
Density functional theory data (the ωB97M-V functional and the def2-TZVPD basis) for C21H33AsB2N4O3PtS2 as an isolated structure at a distorted geometry.

Cartesian coordinates (Å):
Pt -0.196 0.095 2.410
C -0.297 -3.268 5.243
N -1.438 -2.804 4.509
C -2.422 -3.568 3.979
C -3.292 -2.717 3.355
N -2.845 -1.447 3.494
B -3.737 -0.201 3.204
N -3.324 0.567 1.902
C -3.972 0.491 0.706
C -3.688 1.609 -0.017
N -2.855 2.380 0.742
C -2.356 3.681 0.392
C -2.639 1.723 1.898
S -1.652 2.274 3.197
C -1.695 -1.512 4.196
S -0.680 -0.240 4.740
H -0.297 -4.356 5.246
H -0.336 -2.908 6.273
H 0.621 -2.905 4.774
H -2.450 -4.633 4.091
H -4.201 -2.944 2.838
H -3.616 0.557 4.111
H -4.846 -0.581 3.053
H -4.605 -0.338 0.465
H -4.026 1.917 -0.985
H -2.056 3.685 -0.654
H -1.501 3.929 1.019
H -3.133 4.433 0.539
C 2.051 -2.222 -0.045
As 0.780 -3.269 0.989
C 1.836 -4.512 2.053
C -0.395 -4.298 -0.174
O -0.162 -2.308 1.956
H 2.645 -2.888 -0.665
H 2.701 -1.686 0.650
H 1.529 -1.499 -0.670
H 2.188 -5.320 1.411
H 1.237 -4.937 2.859
H 2.699 -3.994 2.472
H 0.158 -4.719 -1.012
H -1.197 -3.656 -0.544
H -0.829 -5.115 0.406
C 1.522 1.352 -5.375
C 2.095 2.597 -4.662
C 1.122 3.773 -4.892
C 3.429 2.941 -5.318
C 2.195 2.333 -3.182
C 3.429 2.388 -2.491
C 3.562 2.067 -1.155
C 2.409 1.692 -0.478
O 2.236 1.264 0.777
B 0.881 0.986 0.943
O 0.216 1.281 -0.259
C 1.158 1.690 -1.141
C 1.035 1.995 -2.473
H 1.410 1.573 -6.432
H 0.551 1.063 -4.985
H 2.207 0.514 -5.270
H 1.074 3.981 -5.957
H 1.482 4.659 -4.377
H 0.118 3.548 -4.545
H 3.268 3.081 -6.384
H 4.153 2.140 -5.199
H 3.842 3.864 -4.919
H 4.313 2.681 -3.032
H 4.516 2.092 -0.654
H 0.071 1.947 -2.950

## Properties
* frontier orbital gap (alpha / beta): 0.284 / 0.163 Ha
* spin multiplicity: 5
* charge: +2



Entry 4:
Density functional theory data (the ωB97M-V functional and the def2-TZVPD basis) for a 2-piece molecular cluster, C2H2ClN overall at a distorted geometry.

Cartesian coordinates (Å):
C 0.310 -0.444 -0.039
C -0.704 0.129 0.096
N -4.144 1.183 -0.014
Cl -3.763 -0.383 0.007
H 1.114 -1.138 -0.151
H -1.533 0.779 0.106

## Properties
* frontier orbital gap (alpha / beta): 0.320 / 0.320 Ha



Entry 5:
Density functional theory data (the ωB97M-V functional and the def2-TZVPD basis) for a 2-piece molecular cluster, C2H5ClN2 overall at a distorted geometry.

Cartesian coordinates (Å):
C 1.648 -1.290 0.540
C -0.571 1.024 -0.115
N 2.413 -0.557 1.083
N -0.048 0.094 -0.830
Cl 3.794 0.454 0.084
H 1.617 -1.816 -0.478
H 2.676 -0.392 2.087
H -0.721 2.098 -0.525
H -0.681 0.706 0.953
H 0.158 0.461 -1.726

## Properties
* frontier orbital gap: 0.324 Ha



Entry 6:
Density functional theory data (the ωB97M-V functional and the def2-TZVPD basis) for a 4-piece molecular cluster, C28H45F10N4O6S2 overall at a distorted geometry.

Cartesian coordinates (Å):
C -0.393 -2.800 1.878
C 0.543 -4.100 1.846
N 1.244 -4.128 3.188
C 0.785 -5.281 4.010
C -0.709 -4.940 4.472
C 2.655 -4.195 2.869
S 3.425 -5.634 2.679
S 3.469 -2.552 2.662
C 4.423 -2.755 1.098
C 4.025 -1.741 -0.070
C 2.808 -0.802 0.238
N 3.106 0.322 1.150
C 2.184 1.038 1.887
C 0.644 0.883 1.977
N 2.765 2.029 2.643
C 4.161 2.026 2.407
C 5.311 2.907 2.962
C 5.131 3.089 4.533
C 6.520 3.599 5.125
C 7.340 2.465 5.851
N 7.233 1.220 5.046
C 4.315 0.966 1.467
F 5.542 0.654 0.974
H -1.310 -3.020 2.495
H -0.634 -2.420 0.852
H 0.189 -2.050 2.490
H -0.056 -5.041 1.699
H 1.279 -3.941 1.007
H 1.443 -5.350 4.910
H 0.707 -6.228 3.415
H -1.001 -5.741 5.207
H -0.775 -3.914 4.922
H -1.377 -5.031 3.570
H 4.260 -3.804 0.724
H 5.509 -2.595 1.336
H 3.706 -2.381 -0.944
H 4.950 -1.209 -0.405
H 1.921 -1.374 0.625
H 2.472 -0.380 -0.756
H 0.328 1.060 3.042
H 0.315 -0.138 1.652
H 0.103 1.628 1.325
H 2.333 2.684 3.290
H 6.293 2.384 2.801
H 5.293 3.922 2.473
H 4.309 3.824 4.744
H 4.830 2.119 5.022
H 7.165 3.965 4.273
H 6.381 4.494 5.794
H 8.431 2.752 5.836
H 7.069 2.311 6.930
H 6.452 0.644 5.363
H 8.067 0.638 5.132
C -2.063 1.700 -3.456
C -2.839 0.577 -2.800
O -2.259 -0.702 -3.129
C -1.209 -1.079 -2.404
O -0.721 -0.435 -1.514
C -0.741 -2.470 -2.832
F -0.690 -2.602 -4.168
F -1.566 -3.430 -2.377
F 0.487 -2.759 -2.367
H -1.992 1.536 -4.533
H -2.548 2.659 -3.275
H -1.041 1.750 -3.073
H -3.856 0.564 -3.182
H -2.902 0.709 -1.718
C -5.359 5.140 1.094
C -6.564 4.261 0.827
O -6.724 4.032 -0.583
C -5.970 3.065 -1.112
O -5.185 2.397 -0.497
C -6.285 2.902 -2.599
F -6.371 4.081 -3.236
F -7.458 2.274 -2.792
F -5.350 2.183 -3.242
H -5.430 6.070 0.526
H -5.285 5.379 2.156
H -4.435 4.647 0.785
H -7.469 4.766 1.165
H -6.500 3.316 1.368
C -4.756 -2.237 -6.043
C -3.461 -1.910 -6.759
O -3.706 -1.064 -7.895
C -3.831 0.242 -7.638
O -3.757 0.731 -6.546
C -4.035 1.023 -8.938
F -4.925 0.431 -9.753
F -2.886 1.134 -9.630
F -4.479 2.267 -8.718
H -5.478 -2.670 -6.738
H -4.578 -2.942 -5.230
H -5.213 -1.337 -5.627
H -3.013 -2.825 -7.145
H -2.734 -1.452 -6.085

## Properties
* frontier orbital gap: 0.308 Ha
* charge: +1



Entry 7:
Density functional theory data (the ωB97M-V functional and the def2-TZVPD basis) for a 2-piece molecular cluster, C3H6NO2 overall at a distorted geometry.

Cartesian coordinates (Å):
C 1.303 -0.125 0.073
C -1.236 -0.468 0.517
C -1.532 0.881 -0.093
N 2.473 -0.127 -0.016
O -1.581 -1.574 0.084
O 3.729 -0.389 0.206
H -0.516 -0.363 1.300
H -0.646 1.474 0.126
H -2.489 1.466 0.211
H -1.578 0.693 -1.176
H -2.139 -1.434 -0.710
H 4.213 -0.035 -0.522

## Properties
* frontier orbital gap: 0.372 Ha
* charge: +1



Entry 8:
Density functional theory data (the ωB97M-V functional and the def2-TZVPD basis) for C3H8N2O as an isolated structure at a distorted geometry.

Cartesian coordinates (Å):
C 1.052 0.533 -0.138
C -0.094 -0.407 -0.078
C -1.467 0.195 -0.143
H 3.330 0.480 0.133
H 2.427 -1.127 0.443
H 0.980 1.431 0.856
H 1.161 1.495 -0.595
H 0.130 -1.178 -1.073
H 0.034 -0.964 0.616
H -2.257 -1.500 0.226
H -3.623 0.131 -0.071
N 2.369 -0.024 -0.111
N -2.505 -0.531 -0.028
O -1.536 1.467 -0.038

## Properties
* frontier orbital gap: 0.312 Ha



Entry 9:
Density functional theory data (the ωB97M-V functional and the def2-TZVPD basis) for a 2-piece molecular cluster, C3H6NP overall at a distorted geometry.

Cartesian coordinates (Å):
C 2.182 0.365 0.000
C -0.830 -1.174 -0.019
C 0.985 1.076 0.222
N 3.145 -0.301 0.144
P -0.768 0.647 0.185
H -0.572 -1.347 -1.048
H -1.740 -1.547 0.341
H -0.015 -1.597 0.551
H 1.043 2.204 0.137
H 0.987 0.315 -2.286
H -1.179 0.566 1.669

## Properties
* frontier orbital gap (alpha / beta): 0.298 / 0.291 Ha



Entry 10:
Density functional theory data (the ωB97M-V functional and the def2-TZVPD basis) for a 2-piece molecular cluster, C43H46F6N4O2 overall at a distorted geometry.

Cartesian coordinates (Å):
C 3.808 0.103 -3.890
C 2.594 0.984 -3.587
C 1.685 1.056 -4.816
C 2.996 2.387 -3.108
C 4.090 3.021 -3.695
C 4.377 4.359 -3.425
C 3.543 5.093 -2.585
C 2.453 4.482 -1.964
C 1.574 5.322 -1.033
C 1.011 6.560 -1.731
C 2.327 5.661 0.251
C 2.218 3.109 -2.173
N 1.082 2.492 -1.552
N -0.152 2.911 -1.915
N -0.998 2.092 -1.253
C -2.413 2.338 -1.274
C -3.121 2.603 -0.073
C -2.477 2.761 1.316
C -3.185 1.894 2.362
C -2.456 4.238 1.723
C -4.495 2.852 -0.143
C -5.166 2.846 -1.360
C -4.454 2.634 -2.537
C -3.084 2.365 -2.514
C -2.350 2.163 -3.846
C -1.806 3.505 -4.331
C -3.233 1.483 -4.900
C -0.303 1.174 -0.481
C -0.993 0.140 0.244
C -2.116 -0.521 -0.319
C -2.766 -1.507 0.397
C -3.938 -2.178 -0.266
F -4.199 -3.417 0.240
F -5.085 -1.429 -0.104
F -3.760 -2.323 -1.619
C -2.405 -1.841 1.703
C -1.345 -1.139 2.268
C -0.979 -1.301 3.716
F 0.290 -1.791 3.869
F -0.993 -0.087 4.374
F -1.816 -2.121 4.402
C -0.582 -0.240 1.539
C 1.036 1.519 -0.522
C 2.082 1.120 0.301
H 4.509 0.101 -3.048
H 3.482 -0.929 -4.066
H 4.330 0.453 -4.787
H 2.033 0.512 -2.772
H 0.783 1.648 -4.620
H 2.215 1.518 -5.659
H 1.376 0.048 -5.114
H 4.704 2.465 -4.407
H 5.241 4.830 -3.897
H 3.726 6.159 -2.414
H 0.721 4.689 -0.778
H 0.427 6.262 -2.611
H 0.345 7.100 -1.048
H 1.809 7.235 -2.060
H 2.710 4.742 0.710
H 3.175 6.322 0.034
H 1.662 6.155 0.969
H -1.439 2.416 1.250
H -3.502 0.940 1.927
H -2.510 1.669 3.192
H -4.070 2.405 2.762
H -1.982 4.836 0.934
H -3.477 4.607 1.877
H -1.882 4.372 2.647
H -5.029 3.079 0.782
H -6.237 3.033 -1.393
H -4.977 2.678 -3.494
H -1.492 1.499 -3.659
H -1.032 3.834 -3.628
H -1.367 3.418 -5.332
H -2.605 4.257 -4.358
H -3.672 0.565 -4.501
H -4.041 2.149 -5.230
H -2.638 1.216 -5.778
H -2.425 -0.278 -1.335
H -2.929 -2.617 2.246
H 0.301 0.219 1.977
H 1.891 0.280 0.953
H 3.068 1.528 0.101
C 3.371 0.155 3.344
C 4.466 -0.678 3.414
N 4.367 -2.055 3.246
O 5.350 -2.816 3.444
O 3.240 -2.489 2.897
C 3.359 1.458 3.975
C 2.180 2.046 4.518
C 2.228 3.313 5.097
C 3.429 4.044 5.138
C 4.603 3.451 4.663
C 4.578 2.174 4.108
H 2.454 -0.233 2.918
H 5.461 -0.312 3.687
H 1.244 1.473 4.481
H 1.319 3.761 5.502
H 3.449 5.067 5.518
H 5.551 3.988 4.694
H 5.492 1.705 3.735

## Properties
* frontier orbital gap: 0.208 Ha



Entry 11:
Density functional theory data (the ωB97M-V functional and the def2-TZVPD basis) for a 2-piece molecular cluster, C2BrCl3O overall at a distorted geometry.

Cartesian coordinates (Å):
C -0.698 -0.069 0.976
C 0.526 -0.070 -0.713
O -0.451 -0.884 1.765
Cl 0.926 1.617 -0.945
Cl 1.865 -1.037 0.086
Cl -0.204 -0.799 -2.057
Br -1.963 1.241 0.888

## Properties
* frontier orbital gap: 0.345 Ha



Entry 12:
Density functional theory data (the ωB97M-V functional and the def2-TZVPD basis) for one molecule with the formula C11H18O2S at a distorted geometry.

Cartesian coordinates (Å):
C -4.762 -0.512 0.024
S -3.227 0.188 0.094
O -3.038 0.706 -1.206
C -1.643 -0.692 0.490
C -0.318 0.196 -0.070
C -0.390 0.296 -1.653
C 1.145 0.576 -1.959
C 1.777 0.794 -0.594
C 1.234 2.092 -0.018
C -0.246 1.680 0.351
O -1.111 2.344 0.875
C 1.143 -0.333 0.266
C 1.555 -1.753 -0.207
C 1.359 -0.099 1.770
H -4.608 -1.131 -0.807
H -5.043 -1.030 0.972
H -3.227 1.197 0.974
H -1.523 -0.696 1.544
H -1.868 -1.694 0.001
H -0.835 1.122 -2.081
H -0.944 -0.602 -1.915
H 1.569 -0.320 -2.391
H 1.425 1.328 -2.596
H 2.849 0.709 -0.748
H 1.318 2.847 -0.787
H 1.762 2.428 0.948
H 2.448 -1.853 -0.594
H 0.686 -1.936 -1.000
H 1.476 -2.496 0.713
H 0.787 -0.760 2.425
H 1.067 0.889 1.980
H 2.487 -0.234 1.842

## Properties
* frontier orbital gap: 0.318 Ha
* SMILES: C=[S@H](=O)C[C@@]12CC[C@@H](CC1=O)C2(C)C